<one>
{"formula": "C3H6N2O2", "method": "ωB97M-V/def2-TZVPD", "symbols": ["O", "C", "O", "C", "C", "N", "N", "H", "H", "H", "H", "H", "H"], "positions_angstrom": [[1.859, -0.098, 0.038], [0.617, 0.377, -0.166], [0.681, 1.779, -0.582], [-0.225, 0.236, 1.060], [-1.234, -0.600, 0.729], [-1.304, -0.812, -0.671], [-0.105, -0.332, -1.186], [1.725, -0.959, 0.347], [1.216, 2.142, 0.045], [0.177, 0.763, 1.913], [-2.001, -0.778, 1.458], [-1.239, -1.801, -0.903], [-0.167, 0.084, -2.082]], "smiles": "OC1(O)C=CNN1", "mol_weight_g_mol": 102.09, "homo_lumo_gap_ev": 9.3, "homo_ev": -8.4606, "lumo_ev": 0.86, "spin_multiplicity": 1, "charge": 0}


<two>
{"formula": "C3H6N2O2", "method": "ωB97M-V/def2-TZVPD", "symbols": ["C", "C", "C", "N", "N", "O", "O", "H", "H", "H", "H", "H", "H"], "positions_angstrom": [[1.082, 1.533, -0.974], [-0.463, -0.899, 0.327], [0.905, -1.497, 0.542], [-1.607, 1.087, -0.027], [-0.485, 0.459, 0.371], [0.506, 2.355, -1.569], [-1.490, -1.558, 0.244], [2.104, 1.185, -0.911], [1.369, -1.704, -0.419], [0.798, -2.435, 1.082], [1.528, -0.808, 1.102], [-2.335, 0.469, -0.377], [-1.911, 1.812, 0.609]], "mol_weight_g_mol": 102.09, "homo_lumo_gap_ev": [7.5, 8.2], "homo_ev": [-7.8870, -8.1676], "lumo_ev": [-0.36, 0.04], "spin_multiplicity": 1, "charge": 0}


<three>
{"formula": "C3H6N2O2", "method": "ωB97M-V/def2-TZVPD", "symbols": ["H", "N", "C", "O", "C", "C", "N", "O", "H", "H", "H", "H", "H"], "positions_angstrom": [[-2.508, -1.145, 0.192], [-1.638, -0.669, -0.031], [-1.564, 0.421, 0.613], [-0.552, 1.284, 0.531], [0.470, 1.048, -0.445], [1.497, -0.002, 0.005], [1.195, -1.278, -0.360], [2.512, 0.326, 0.591], [-2.312, 0.811, 1.307], [0.005, 0.770, -1.395], [0.990, 2.001, -0.535], [1.781, -2.004, 0.023], [0.222, -1.494, -0.563]], "smiles": "[H]/N=C/OCC(N)=O", "mol_weight_g_mol": 102.09, "homo_lumo_gap_ev": 10.6, "homo_ev": -9.7354, "lumo_ev": 0.83, "spin_multiplicity": 1, "charge": 0}


<four>
{"formula": "C3H6N2O2", "method": "ωB97M-V/def2-TZVPD", "symbols": ["C", "N", "C", "C", "O", "N", "O", "H", "H", "H", "H", "H", "H"], "positions_angstrom": [[0.141, -1.447, -0.203], [-0.640, -0.232, -0.434], [0.145, 0.960, -0.767], [0.686, 1.328, 0.594], [1.868, 1.255, 0.923], [-1.778, 0.026, 0.301], [-1.875, -0.669, 1.305], [0.553, -1.489, 0.811], [0.988, -1.523, -0.895], [-0.477, -2.338, -0.367], [0.970, 0.739, -1.452], [-0.477, 1.775, -1.155], [-0.103, 1.613, 1.339]], "smiles": "CN(CC=O)N=O", "mol_weight_g_mol": 102.09, "homo_lumo_gap_ev": 9.8, "homo_ev": -9.7822, "lumo_ev": 0.06, "spin_multiplicity": 1, "charge": 0}


Quick one: least stable of them? <two>


<one>
{"formula": "C3H6N2O2", "method": "ωB97M-V/def2-TZVPD", "symbols": ["C", "C", "N", "C", "N", "O", "O", "H", "H", "H", "H", "H", "H"], "positions_angstrom": [[0.816, 1.281, 0.347], [-0.443, 1.152, 0.014], [-1.156, -0.013, -0.043], [-0.486, -1.278, -0.154], [-2.557, 0.136, -0.081], [-2.939, 1.297, -0.194], [-3.300, -0.837, 0.011], [1.298, 2.288, 0.175], [1.597, 0.451, 0.468], [-0.986, 2.078, -0.145], [-1.151, -1.985, -0.482], [0.297, -1.151, -0.881], [-0.058, -1.596, 0.873]], "smiles": "C=CN(C)[N+](=O)[O-]", "mol_weight_g_mol": 102.09, "homo_lumo_gap_ev": 9.6, "homo_ev": -9.3848, "lumo_ev": 0.26, "spin_multiplicity": 1, "charge": 0}


<two>
{"formula": "C3H6N2O2", "method": "ωB97M-V/def2-TZVPD", "symbols": ["C", "N", "N", "O", "H", "H", "H", "H", "C", "C", "O", "H", "H"], "positions_angstrom": [[-2.550, -0.120, 0.492], [-1.230, 0.319, 0.044], [-0.314, -0.357, -0.282], [-0.495, -1.768, -0.348], [-3.153, 0.148, -0.307], [-2.920, 0.740, 1.197], [-2.675, -1.184, 0.847], [0.340, -2.261, -0.448], [2.639, 1.430, -0.292], [2.532, 0.166, -0.288], [2.659, -0.998, -0.159], [2.665, 2.050, -1.178], [2.505, 1.834, 0.722]], "smiles": "C/N=N\\O.C=C=O", "mol_weight_g_mol": 102.09, "homo_lumo_gap_ev": 10.0, "homo_ev": -9.1595, "lumo_ev": 0.86, "spin_multiplicity": 1, "charge": 0}


<three>
{"formula": "C3H6N2O2", "method": "ωB97M-V/def2-TZVPD", "symbols": ["H", "N", "C", "O", "C", "C", "N", "O", "H", "H", "H", "H", "H"], "positions_angstrom": [[2.304, 1.051, -1.658], [2.336, 0.498, -0.810], [1.262, 0.086, -0.292], [1.365, -0.597, 0.889], [-0.024, -0.804, 1.082], [-0.452, 0.146, -0.035], [-1.621, -0.333, -0.657], [-0.741, 1.474, 0.290], [-0.289, -1.832, 0.807], [-0.345, -0.561, 2.097], [-2.141, 0.260, -1.286], [-1.756, -1.323, -0.783], [0.101, 1.936, 0.355]], "smiles": "[H]/N=C1/OC[C@@]1(N)O", "mol_weight_g_mol": 102.09, "homo_lumo_gap_ev": 9.9, "homo_ev": -9.1180, "lumo_ev": 0.78, "spin_multiplicity": 1, "charge": 0}


<four>
{"formula": "C3H6N2O2", "method": "ωB97M-V/def2-TZVPD", "symbols": ["C", "C", "C", "N", "N", "O", "O", "H", "H", "H", "H", "H", "H"], "positions_angstrom": [[0.426, 1.876, -0.167], [1.083, 0.750, -0.033], [0.016, -0.835, 0.305], [-2.106, 0.242, 0.380], [0.713, -1.907, -0.223], [-3.110, 0.388, -0.252], [-1.187, -0.499, -0.328], [0.664, 2.880, -0.439], [-0.673, 2.011, 0.247], [2.061, 0.448, -0.200], [-0.057, -0.817, 1.325], [0.990, -2.651, 0.442], [1.181, -1.885, -1.055]], "mol_weight_g_mol": 102.09, "homo_lumo_gap_ev": 9.5, "homo_ev": -9.1503, "lumo_ev": 0.36, "spin_multiplicity": 1, "charge": 0}


Quick one: least stable of them? <four>


<one>
{"formula": "C3H6N2O2", "method": "ωB97M-V/def2-TZVPD", "symbols": ["H", "N", "C", "O", "C", "C", "N", "O", "H", "H", "H", "H", "H"], "positions_angstrom": [[1.956, 0.535, -1.914], [1.306, 0.174, -1.221], [1.639, 0.562, -0.060], [0.989, 0.245, 1.059], [-0.073, -0.719, 0.987], [-1.415, -0.111, 0.554], [-1.561, 0.051, -0.785], [-2.278, 0.147, 1.374], [2.493, 1.197, 0.187], [0.226, -1.539, 0.326], [-0.199, -1.070, 2.010], [-2.388, 0.532, -1.104], [-0.738, 0.001, -1.378]], "smiles": "[H]/N=C/OCC(N)=O", "mol_weight_g_mol": 102.09, "homo_lumo_gap_ev": 10.6, "homo_ev": -9.7454, "lumo_ev": 0.81, "spin_multiplicity": 1, "charge": 0}


<two>
{"formula": "C3H6N2O2", "method": "ωB97M-V/def2-TZVPD", "symbols": ["C", "C", "N", "C", "O", "O", "N", "H", "H", "H", "H", "H", "H"], "positions_angstrom": [[-0.823, -0.420, 0.054], [0.564, -0.413, -0.041], [-1.660, 0.651, -0.105], [1.369, 0.668, -0.592], [-1.480, -1.568, 0.313], [1.125, -1.667, 0.145], [1.238, 1.166, 0.654], [-0.815, -2.269, 0.406], [1.994, -1.650, -0.281], [-1.203, 1.547, -0.176], [-2.484, 0.643, 0.479], [0.953, 2.158, 0.708], [1.223, 1.153, -1.563]], "mol_weight_g_mol": 102.09, "homo_lumo_gap_ev": [7.2, 7.2], "homo_ev": [-6.7259, -6.7257], "lumo_ev": [0.48, 0.48], "spin_multiplicity": 1, "charge": 0}


<three>
{"formula": "C3H6N2O2", "method": "ωB97M-V/def2-TZVPD", "symbols": ["N", "C", "C", "O", "N", "C", "O", "H", "H", "H", "H", "H", "H"], "positions_angstrom": [[-0.141, 0.640, -1.840], [-0.009, 1.073, -0.461], [0.833, -0.082, 0.023], [2.004, -0.202, -0.236], [0.094, -1.152, 0.594], [-0.571, -0.925, 1.771], [-0.769, 0.178, 2.233], [0.653, 0.849, -2.423], [-1.031, 0.780, -2.278], [-0.989, 1.098, 0.015], [0.491, 2.034, -0.271], [0.435, -2.083, 0.394], [-0.892, -1.853, 2.270]], "smiles": "NCC(=O)NC=O", "mol_weight_g_mol": 102.09, "homo_lumo_gap_ev": 10.3, "homo_ev": -9.4943, "lumo_ev": 0.83, "spin_multiplicity": 1, "charge": 0}


<four>
{"formula": "C3H6N2O2", "method": "ωB97M-V/def2-TZVPD", "symbols": ["C", "C", "C", "N", "N", "O", "O", "H", "H", "H", "H", "H", "H"], "positions_angstrom": [[0.884, 1.515, 0.109], [-0.840, -0.751, 0.035], [0.662, -0.847, 0.434], [-1.445, 0.390, 0.617], [1.446, 0.394, -0.033], [2.631, 0.196, -0.297], [-2.132, 1.108, -0.289], [1.218, 2.359, -0.327], [-0.931, -0.760, -1.154], [-1.142, -1.691, 0.526], [0.901, -0.650, 1.538], [0.961, -1.831, 0.052], [-2.213, 0.567, -1.209]], "mol_weight_g_mol": 102.09, "homo_lumo_gap_ev": [9.1, 8.0], "homo_ev": [-9.0559, -8.6947], "lumo_ev": [0.06, -0.71], "spin_multiplicity": 1, "charge": 0}


Quick one: least stable of them? <four>


<one>
{"formula": "C3H6N2O2", "method": "ωB97M-V/def2-TZVPD", "symbols": ["C", "C", "C", "N", "N", "O", "O", "H", "H", "H", "H", "H", "H"], "positions_angstrom": [[0.123, -1.466, 0.444], [0.380, -0.353, -0.224], [-0.693, 0.533, -0.768], [-1.432, 1.171, 0.355], [1.737, 0.164, -0.080], [2.594, -0.651, -0.278], [1.889, 1.369, 0.097], [0.835, -2.036, 0.997], [-0.923, -1.932, 0.371], [-0.347, 1.262, -1.433], [-1.477, -0.175, -1.134], [-1.855, 0.397, 0.817], [-0.830, 1.719, 0.836]], "smiles": "C=C(CN)[N+](=O)[O-]", "mol_weight_g_mol": 102.09, "homo_lumo_gap_ev": 9.4, "homo_ev": -9.6491, "lumo_ev": -0.27, "spin_multiplicity": 1, "charge": 0}


<two>
{"formula": "C3H6N2O2", "method": "ωB97M-V/def2-TZVPD", "symbols": ["C", "C", "O", "N", "N", "C", "O", "H", "H", "H", "H", "H", "H"], "positions_angstrom": [[0.181, 1.565, -0.972], [-0.128, 0.100, -0.893], [-0.748, -0.511, -1.722], [-0.166, -0.506, 0.662], [-1.126, -1.325, 1.317], [1.140, -0.638, 0.917], [1.893, -0.231, -0.003], [1.030, 1.700, -1.646], [-0.674, 2.076, -1.422], [0.423, 1.995, -0.003], [-2.010, -0.820, 1.222], [-1.272, -2.169, 0.763], [1.457, -1.237, 1.778]], "smiles": "CC(=O)N(N)C=O", "mol_weight_g_mol": 102.09, "homo_lumo_gap_ev": 10.5, "homo_ev": -9.6710, "lumo_ev": 0.83, "spin_multiplicity": 1, "charge": 0}


<three>
{"formula": "C3H6N2O2", "method": "ωB97M-V/def2-TZVPD", "symbols": ["N", "C", "O", "O", "H", "H", "H", "C", "C", "N", "H", "H", "H"], "positions_angstrom": [[2.400, -1.004, 0.890], [1.150, -0.821, 0.401], [0.676, 0.319, 0.266], [0.552, -1.912, -0.001], [2.899, -0.223, 1.275], [2.792, -1.927, 0.917], [-0.377, -1.613, -0.556], [-1.724, 1.677, -0.453], [-1.452, 0.275, -0.661], [-1.580, -0.857, -0.902], [-1.235, 1.992, 0.474], [-1.301, 2.257, -1.271], [-2.800, 1.838, -0.381]], "smiles": "NC(=O)O.CC#N", "mol_weight_g_mol": 102.09, "homo_lumo_gap_ev": 10.8, "homo_ev": -9.9271, "lumo_ev": 0.87, "spin_multiplicity": 1, "charge": 0}


<four>
{"formula": "C3H6N2O2", "method": "ωB97M-V/def2-TZVPD", "symbols": ["H", "N", "C", "C", "H", "H", "H", "H", "O", "C", "N", "O", "H"], "positions_angstrom": [[-0.213, 0.210, 1.561], [-0.184, -0.040, 0.572], [-0.718, 0.788, -0.209], [-1.509, 1.997, 0.150], [-0.777, 0.455, -1.254], [-1.207, 2.842, -0.468], [-2.567, 1.816, -0.036], [-1.378, 2.255, 1.201], [3.382, -1.704, -0.465], [2.287, -2.061, -0.261], [1.037, -2.235, -0.738], [1.470, -2.885, 0.517], [0.379, -1.437, -0.569]], "smiles": "[H]/N=C\\C.O=C1NO1", "mol_weight_g_mol": 102.09, "homo_lumo_gap_ev": 10.6, "homo_ev": -9.8773, "lumo_ev": 0.70, "spin_multiplicity": 1, "charge": 0}


Quick one: least stable of them? <one>


<one>
{"formula": "C3H6N2O2", "method": "ωB97M-V/def2-TZVPD", "symbols": ["C", "N", "N", "C", "O", "C", "O", "H", "H", "H", "H", "H", "H"], "positions_angstrom": [[-0.882, -0.720, -1.486], [0.078, 0.193, -1.128], [0.046, 0.056, 0.465], [1.063, -1.005, 0.829], [1.728, -1.601, -0.001], [-0.567, 1.166, 1.089], [-1.111, 2.094, 0.485], [-1.356, -0.516, -2.662], [-1.836, -0.963, -0.876], [-0.287, -1.704, -1.305], [-0.396, 0.993, -1.094], [0.978, -1.092, 1.923], [-0.585, 0.949, 2.192]], "smiles": "CNN(C=O)C=O", "mol_weight_g_mol": 102.09, "homo_lumo_gap_ev": 10.6, "homo_ev": -10.2703, "lumo_ev": 0.30, "spin_multiplicity": 1, "charge": 0}


<two>
{"formula": "C3H6N2O2", "method": "ωB97M-V/def2-TZVPD", "symbols": ["N", "C", "O", "N", "C", "C", "O", "H", "H", "H", "H", "H", "H"], "positions_angstrom": [[0.661, 1.345, 0.241], [1.324, 0.112, 0.001], [2.589, -0.113, -0.068], [0.430, -0.903, -0.249], [-0.902, -1.292, 0.192], [-2.008, -0.174, 0.004], [-1.935, 1.097, -0.250], [0.964, 2.282, 0.561], [-0.311, 1.104, -0.317], [1.119, -1.797, -0.297], [-1.228, -2.325, -0.228], [-0.883, -1.518, 1.302], [-3.013, -0.591, 0.394]], "smiles": "NC(=O)NCC=O", "mol_weight_g_mol": 102.09, "homo_lumo_gap_ev": 9.1, "homo_ev": -9.4293, "lumo_ev": -0.30, "spin_multiplicity": 1, "charge": 0}


<three>
{"formula": "C3H6N2O2", "method": "ωB97M-V/def2-TZVPD", "symbols": ["C", "O", "C", "N", "N", "C", "O", "H", "H", "H", "H", "H", "H"], "positions_angstrom": [[-1.716, -0.026, -1.606], [-1.444, -0.013, 0.381], [-0.182, -0.021, 0.266], [0.273, -0.061, -0.946], [0.563, 0.022, 1.441], [1.932, 0.034, 1.555], [2.516, 0.067, 2.613], [-2.631, -0.484, -1.252], [-1.281, -0.549, -2.449], [-1.770, 1.048, -1.724], [1.263, -0.072, -1.158], [0.033, 0.042, 2.300], [2.443, 0.013, 0.579]], "mol_weight_g_mol": 102.09, "homo_lumo_gap_ev": 10.0, "homo_ev": -9.9021, "lumo_ev": 0.09, "spin_multiplicity": 1, "charge": 0}


Quick one: least stable of them? <one>


<one>
{"formula": "C3H6N2O2", "method": "ωB97M-V/def2-TZVPD", "symbols": ["C", "C", "C", "N", "N", "O", "O", "H", "H", "H", "H", "H", "H"], "positions_angstrom": [[-0.960, 0.005, 0.581], [-0.439, -1.058, -0.028], [2.483, -0.778, -0.059], [-0.619, 1.370, 0.431], [0.765, -0.945, -0.854], [-1.634, 2.240, 0.061], [2.341, -1.315, 0.959], [-1.858, -0.338, 1.096], [-0.859, -1.930, 0.321], [0.244, 1.682, 0.035], [0.860, -0.216, -1.529], [0.946, -1.749, -1.480], [-1.270, 3.033, 0.466]], "mol_weight_g_mol": 102.09, "homo_lumo_gap_ev": 8.7, "homo_ev": -7.9595, "lumo_ev": 0.77, "spin_multiplicity": 1, "charge": 0}


<two>
{"formula": "C3H6N2O2", "method": "ωB97M-V/def2-TZVPD", "symbols": ["N", "C", "C", "O", "O", "H", "H", "H", "H", "H", "C", "N", "H"], "positions_angstrom": [[-0.797, 1.609, -0.183], [-0.987, 0.311, -0.836], [-0.670, -0.797, -0.263], [-0.734, -2.028, -0.815], [-0.283, -0.813, 1.145], [0.226, 1.764, -0.227], [-1.204, 2.376, -0.693], [-1.067, 0.297, -1.947], [-0.285, -2.619, -0.152], [-0.401, 0.102, 1.492], [2.106, -0.112, 0.792], [2.107, 0.974, 0.424], [1.988, -1.064, 1.263]], "smiles": "NC=C(O)O.C#N", "mol_weight_g_mol": 102.09, "homo_lumo_gap_ev": 9.1, "homo_ev": -8.5049, "lumo_ev": 0.63, "spin_multiplicity": 1, "charge": 0}


Quick one: least stable of them? <one>